Version a
Molecular formula: C6H15NO
Method: DFT, ωB97M-V with the def2-TZVPD basis set

Each atom is followed by the atoms it is bonded to, with distances in Å.
CARTESIAN COORDINATES (ANGSTROEM)
1 C -1.982 -0.310 -1.963  C2 1.532, H8 1.087, H9 1.093, H10 1.090
2 C -0.516 -0.022 -1.625  C1 1.532, C3 1.524, H11 1.087, H12 1.093
3 C -0.416 0.424 -0.172  C2 1.524, C4 1.509, C5 1.345
4 C -0.761 1.867 0.102  C3 1.509, H13 1.094, H14 1.092, H15 1.068
5 C -0.111 -0.405 0.842  C3 1.345, C6 1.498, N7 1.446
6 C 0.039 0.095 2.246  C5 1.498, H16 1.091, H17 1.075, H18 1.101
7 N 0.477 -1.694 0.553  C5 1.446, H19 1.013, H20 1.020
8 H -2.622 0.508 -1.641  C1 1.087
9 H -2.288 -1.202 -1.411  C1 1.093
10 H -2.144 -0.492 -3.025  C1 1.090
11 H 0.151 -0.859 -1.817  C2 1.087
12 H -0.163 0.839 -2.198  C2 1.093
13 H 0.135 2.431 0.378  C4 1.094
14 H -1.153 2.330 -0.806  C4 1.092
15 H -1.497 1.959 0.870  C4 1.068
16 H -0.824 0.699 2.529  C6 1.091
17 H 0.305 -0.625 2.998  C6 1.075
18 H 0.831 0.859 2.231  C6 1.101
19 H -0.041 -2.161 -0.182  N7 1.013
20 H 0.279 -2.295 1.353  N7 1.020
21 O 2.926 0.070 0.080  H22 0.960, H23 0.969
22 H 2.213 0.567 -0.327  O21 0.960
23 H 2.456 -0.727 0.367  O21 0.969

Calculated values
HOMO-LUMO gap = 9.04 eV
HOMO = -8.2213 eV
SMILES = CC/C(C)=C(/C)N.O

Löwdin atomic charge list, values in e, 4 entries: -0.092, -0.221, -0.307, -0.058


Version b
Molecular formula: C6H15NO
Method: DFT, ωB97M-V with the def2-TZVPD basis set

Each atom is followed by the atoms it is bonded to, with distances in Å.
CARTESIAN COORDINATES (ANGSTROEM)
1 C -2.605 -0.547 0.456  C2 1.412, H6 1.162, H7 1.083, H8 1.079
2 C -1.969 0.568 1.043  C1 1.412, C3 1.600, H9 1.059, H10 1.105
3 C -2.195 1.858 0.123  C2 1.600, N4 1.463, O5 1.215
4 N -1.013 2.201 -0.669  C3 1.463, H11 0.930, H12 1.050
5 O -3.264 2.298 -0.251  C3 1.215
6 H -2.735 -0.548 -0.699  C1 1.162
7 H -3.625 -0.665 0.798  C1 1.083
8 H -2.086 -1.493 0.408  C1 1.079
9 H -2.165 0.837 2.048  C2 1.059
10 H -0.896 0.550 0.776  C2 1.105
11 H -1.221 2.608 -1.479  N4 0.930
12 H -0.064 1.754 -0.705  N4 1.050
13 C 1.997 -1.953 -0.750  C14 1.456, H16 1.130, H17 1.070, H18 1.060
14 C 1.587 -0.626 -0.315  C13 1.456, C15 1.555, H19 1.154, H20 1.059
15 C 2.677 0.139 0.491  C14 1.555, H21 1.192, H22 1.084, H23 1.148
16 H 1.832 -2.646 0.127  C13 1.130
17 H 3.054 -1.972 -0.918  C13 1.070
18 H 1.661 -2.337 -1.679  C13 1.060
19 H 1.264 0.089 -1.161  C14 1.154
20 H 0.710 -0.733 0.267  C14 1.059
21 H 3.729 0.135 -0.070  C15 1.192
22 H 2.179 1.022 0.874  C15 1.084
23 H 3.149 -0.540 1.287  C15 1.148

Calculated values
HOMO-LUMO gap = 10.49 eV
HOMO = -9.6792 eV
SMILES = CCC(N)=O.CCC

Löwdin atomic charge list, values in e, 4 entries: -0.143, -0.192, -0.425, 0.133


Version c
Molecular formula: C6H15NO
Method: DFT, ωB97M-V with the def2-TZVPD basis set

Each atom is followed by the atoms it is bonded to, with distances in Å.
CARTESIAN COORDINATES (ANGSTROEM)
1 C -1.634 -0.859 2.075  C2 1.518, H8 1.135, H9 1.034, H10 1.058
2 C -1.071 -0.808 0.666  C1 1.518, N3 1.473, H11 1.116, H12 1.104
3 N -0.978 0.565 0.140  C2 1.473, C4 1.580, C7 1.423
4 C -0.963 0.489 -1.438  N3 1.580, C5 1.649, H13 1.110, H14 1.124
5 C 0.444 1.222 -1.891  C4 1.649, C6 1.548, H15 1.165, H16 1.143
6 C 1.328 1.097 -0.626  C5 1.548, C7 1.574, H17 1.082, H18 1.066
7 C 0.239 1.206 0.504  N3 1.423, C6 1.574, H19 1.082, H20 1.090
8 H -2.477 -0.156 2.367  C1 1.135
9 H -0.986 -1.084 2.849  C1 1.034
10 H -2.183 -1.763 2.061  C1 1.058
11 H -0.104 -1.364 0.672  C2 1.116
12 H -1.801 -1.257 -0.031  C2 1.104
13 H -1.868 1.039 -1.769  C4 1.110
14 H -0.858 -0.594 -1.722  C4 1.124
15 H 0.338 2.332 -2.226  C5 1.165
16 H 0.858 0.719 -2.830  C5 1.143
17 H 2.075 1.878 -0.682  C6 1.082
18 H 1.722 0.106 -0.598  C6 1.066
19 H 0.095 2.229 0.828  C7 1.082
20 H 0.784 0.856 1.381  C7 1.090
21 O 2.622 -2.265 0.145  H22 0.961, H23 0.950
22 H 2.670 -1.328 0.354  O21 0.961
23 H 1.749 -2.260 -0.230  O21 0.950

Calculated values
HOMO-LUMO gap = 9.70 eV
HOMO = -8.8299 eV
SMILES = CCN1CCCC1.O

Löwdin atomic charge list, values in e, 4 entries: -0.090, -0.268, -0.159, -0.098


Stability summary: most stable version a, least stable version b.